Record 1
Computed, not measured: a structure of composition C30H45AlBr3ClFN5O8S at a distorted geometry, with the ωB97M-V functional and the def2-TZVPD basis.

Geometry (Å):
1 C -3.4106 2.3469 -3.5718
2 C -3.7441 0.8423 -3.6417
3 C -4.2798 0.2743 -2.3085
4 C -3.3898 -0.8019 -1.6682
5 C -2.4571 -0.2094 -0.6010
6 C -1.2561 0.3809 -1.2942
7 N -0.3417 -0.5138 -2.0586
8 C 0.5639 0.4137 -2.5527
9 N 1.3850 0.2388 -3.5306
10 Cl 1.4444 -1.1592 -4.4453
11 N 0.5346 1.6556 -1.9334
12 C -0.2550 1.4037 -0.6863
13 C -0.7821 2.7267 -0.1708
14 Br -0.5116 4.2260 -1.2386
15 C -1.3901 2.9641 1.0159
16 C -1.8797 4.2581 1.5168
17 Br -1.5318 1.3713 2.1961
18 S 1.1277 0.7063 0.3772
19 C 2.6843 1.1806 -0.2880
20 O 0.9942 -0.7146 0.4708
21 O 1.0476 1.3450 1.7185
22 H -3.5145 2.7276 -2.5579
23 H -4.0420 2.9347 -4.2236
24 H -2.3754 2.5223 -3.8570
25 H -2.7870 0.3570 -3.8294
26 H -4.4085 0.6378 -4.4660
27 H -5.2370 -0.1893 -2.5180
28 H -4.4998 1.0693 -1.6024
29 H -2.8177 -1.2552 -2.4710
30 H -3.9974 -1.5982 -1.2547
31 H -3.0106 0.6199 -0.1748
32 H -2.2201 -0.9635 0.1461
33 H -1.7161 0.9957 -2.0716
34 H -0.8329 -0.8063 -2.9095
35 H 1.8624 1.0793 -3.8940
36 H 0.0468 2.2113 -2.6849
37 H -2.2865 4.1936 2.5147
38 H -2.6518 4.6406 0.8598
39 H -1.0430 4.9441 1.5863
40 H 3.3952 0.9268 0.4899
41 H 2.8687 0.6833 -1.2259
42 H 2.6629 2.2587 -0.4070
43 C 3.7289 0.0176 2.9469
44 O 4.7084 -0.1983 3.8989
45 C 5.2741 -1.5255 3.8716
46 C 6.7185 -1.4778 3.4436
47 N 6.8210 -1.1159 2.0351
48 C 8.1810 -0.8421 1.5657
49 C 8.8917 0.3756 2.1374
50 O 8.3036 1.6106 1.7611
51 C 7.2732 2.0835 2.5961
52 H 3.3362 1.0308 3.1224
53 H 4.1195 -0.0076 1.9221
54 H 2.9123 -0.7337 3.0306
55 H 4.6964 -2.1830 3.2148
56 H 5.2084 -1.9201 4.8865
57 H 7.1629 -2.4636 3.5963
58 H 7.2402 -0.7647 4.0958
59 H 6.2621 -0.2886 1.8715
60 H 8.1227 -0.7115 0.4833
61 H 8.7955 -1.7283 1.7422
62 H 9.8991 0.3856 1.7175
63 H 9.0129 0.3241 3.2257
64 H 7.4172 1.7818 3.6372
65 H 6.2841 1.7451 2.2524
66 H 7.2816 3.1723 2.5469
67 C -0.0425 -2.0588 3.0998
68 C 0.8755 -2.9916 3.5679
69 C 0.4778 -3.9418 4.4966
70 C -0.8320 -3.9387 4.9332
71 C -1.7589 -3.0186 4.4849
72 C -1.3568 -2.0697 3.5595
73 N -1.2649 -4.9660 5.9105
74 O -0.4192 -5.7445 6.2979
75 O -2.4323 -4.9447 6.2448
76 H 0.2686 -1.3300 2.3549
77 H 1.8960 -2.9860 3.2079
78 H 1.1780 -4.6750 4.8697
79 H -2.7759 -3.0438 4.8481
80 H -2.0783 -1.3466 3.1948
81 Br -3.1745 2.0290 3.7050
82 Al 1.1443 0.7781 3.7725
83 F 0.4112 2.2637 -4.1678
84 C -8.4119 0.2524 -7.2286
85 C -7.8255 0.9521 -6.2607
86 C -7.3458 0.2969 -5.0215
87 O -6.8094 0.9400 -4.1366
88 C -7.5409 -1.1676 -4.8957
89 C -8.1264 -1.8717 -5.8600
90 C -8.6092 -1.2170 -7.1075
91 O -9.1391 -1.8578 -7.9854
92 H -8.7706 0.7096 -8.1417
93 H -7.6719 2.0215 -6.3284
94 H -7.1838 -1.6239 -3.9806
95 H -8.2808 -2.9409 -5.7901

The calculation puts the HOMO-LUMO gap at 3.214 eV. The HOMO energy comes out at -12.664 eV. As for the charge: +2.


Record 2
Computed, not measured: a structure of composition C30H45AlBr5Cl4F10KN2O15P at a distorted geometry, with the ωB97M-V functional and the def2-TZVPD basis.

Geometry (Å):
1 C 4.7145 -3.9052 3.3793
2 C 4.5451 -3.2727 1.9921
3 N 4.0898 -1.9307 2.1760
4 C 3.5107 -1.4346 0.9770
5 C 2.0483 -1.9521 0.7107
6 O 1.4259 -2.4023 1.9073
7 C 0.0677 -2.0540 1.9439
8 O -0.5993 -2.9233 1.0450
9 C -1.9718 -3.0656 1.3685
10 C -2.8497 -1.9842 0.7391
11 O -2.5262 -0.6778 1.2408
12 O 4.2602 -2.1051 -0.0760
13 C 4.1977 -1.4193 -1.1667
14 O 4.6229 -1.7807 -2.2337
15 O 3.6220 -0.2267 -0.8867
16 C 3.8699 0.0343 0.5260
17 C 5.3503 0.1507 0.9256
18 C 5.9334 1.5972 0.5772
19 C 5.5227 2.1538 -0.8142
20 O 6.8801 1.6274 -0.4460
21 C 2.9340 1.1142 1.1195
22 C 2.5514 0.7656 2.5881
23 C 1.6424 1.3729 0.3015
24 C 1.0410 2.7603 0.7690
25 H 3.7315 -3.8084 3.8751
26 H 4.9392 -4.9713 3.3352
27 H 5.4405 -3.3312 3.9644
28 H 5.5525 -3.3130 1.4990
29 H 3.8294 -3.9024 1.4265
30 H 3.5236 -1.7987 3.0097
31 H 1.4233 -1.2576 0.1441
32 H 2.1475 -2.8521 0.0839
33 H -0.0864 -1.0078 1.6405
34 H -0.3281 -2.1638 2.9618
35 H -2.1528 -3.1243 2.4514
36 H -2.3080 -4.0167 0.9382
37 H -3.9005 -2.1924 0.9653
38 H -2.7212 -2.0024 -0.3549
39 H -3.3432 -0.1752 1.1795
40 H 6.0354 -0.4768 0.3572
41 H 5.5130 0.1434 2.0065
42 H 6.0110 2.3183 1.3934
43 H 5.2235 1.4742 -1.6050
44 H 5.7839 3.1745 -1.0648
45 H 3.4433 2.0840 1.1910
46 H 3.4686 0.8197 3.1878
47 H 1.8879 1.5359 2.9929
48 H 2.0236 -0.1883 2.6758
49 H 1.8246 1.5012 -0.7711
50 H 0.8452 0.6467 0.4708
51 H -0.0433 2.6321 0.8640
52 H 1.1725 3.4892 -0.0378
53 H 1.5032 3.1358 1.6819
54 F 8.4204 -4.5262 -0.6719
55 P 7.4433 -3.2902 -1.0849
56 F 8.0029 -3.5013 -2.6013
57 F 6.7468 -1.8767 -0.5825
58 F 6.0164 -3.4883 -1.9173
59 F 8.7404 -2.3292 -0.8631
60 F 6.6214 -3.9881 0.1831
61 Al 3.4550 -1.8267 -3.8194
62 C -10.1417 -1.2198 0.3836
63 C -9.6871 -2.3776 1.0007
64 C -8.3994 -2.8296 0.7652
65 C -7.5778 -2.1100 -0.0869
66 C -8.0221 -0.9571 -0.7147
67 C -9.3113 -0.5128 -0.4764
68 N -6.2071 -2.5726 -0.3165
69 O -5.8511 -3.5898 0.2328
70 O -5.4873 -1.9023 -1.0464
71 H -11.1466 -0.8663 0.5743
72 H -10.3366 -2.9264 1.6686
73 H -8.0507 -3.7309 1.2484
74 H -7.3796 -0.4011 -1.3817
75 H -9.6695 0.3872 -0.9573
76 C -2.8426 -0.9719 -3.8239
77 C -4.0106 -0.1910 -3.2516
78 O -3.7829 1.2357 -3.3437
79 C -3.9692 1.7849 -4.5243
80 O -4.3114 1.1826 -5.5154
81 C -3.7240 3.2917 -4.4556
82 F -2.5783 3.5855 -3.8253
83 F -4.7118 3.8988 -3.8049
84 F -3.6426 3.8434 -5.6717
85 H -1.9080 -0.6832 -3.3366
86 H -2.9950 -2.0411 -3.6919
87 H -2.7229 -0.7726 -4.8871
88 H -4.1168 -0.4246 -2.1965
89 H -4.9507 -0.4517 -3.7361
90 O 7.1436 -2.6861 4.9718
91 Cl 7.1988 -1.4140 5.6721
92 O 6.3352 -0.4847 4.9812
93 O 8.5515 -0.9405 5.6509
94 O 6.7530 -1.5836 7.0207
95 F 4.3530 -4.0099 -3.2243
96 K -2.0696 0.8504 -6.2694
97 C -6.5916 5.4069 -1.1695
98 Cl -6.1942 3.7629 -1.6873
99 Cl -7.6729 6.1804 -2.3261
100 Cl -7.3128 5.3758 0.4395
101 H -5.6748 5.9809 -1.1236
102 Br 3.0047 3.7221 -1.3190
103 C 3.6565 4.8090 -2.7998
104 C 2.5756 5.7412 -3.2789
105 Br 1.2426 4.7946 -4.3394
106 H 4.0135 4.1284 -3.5666
107 H 4.4986 5.3723 -2.4011
108 H 2.9825 6.5014 -3.9425
109 H 2.0445 6.2231 -2.4644
110 C -8.4137 3.3875 3.6116
111 Br -6.9400 4.0112 4.6905
112 Br -8.2060 1.5303 3.1200
113 Br -10.1117 3.7157 4.4615
114 H -8.4014 3.9592 2.6947

The calculation puts the HOMO-LUMO gap at 2.048 eV. The HOMO energy comes out at -10.738 eV. As for the charge: +1.